No. 1
9
Properties=species:S:1:pos:R:3 method="wB97M-V/def2-TZVPD" multiplicity=1 charge=0 molar_mass_g_mol=104.199 gap_ev=8.5 smiles="C1=CSCS1" homo_energy_ev=-7.982
H -1.31 1.41 -1.19
S 0.25 1.66 0.53
H 2.14 -0.31 1.11
S -0.73 -0.96 -0.92
H -2.23 0.72 0.20
H 1.23 -2.12 -0.11
C 1.16 -0.03 0.60
C -1.13 0.74 -0.39
C 0.61 -1.11 0.17

No. 2
9
Properties=species:S:1:pos:R:3 method="wB97M-V/def2-TZVPD" multiplicity=1 charge=0 molar_mass_g_mol=104.199 gap_ev=8.9 homo_energy_ev=-8.567
C 0.61 1.18 -0.18
H 1.08 2.00 0.17
C -0.78 1.11 -0.36
H -1.52 1.86 0.19
H 0.21 -1.02 1.34
S -1.45 -0.56 -0.64
C 0.03 -1.55 0.18
H 0.44 -2.59 0.00
S 1.38 -0.43 -0.70

No. 3
9
Properties=species:S:1:pos:R:3 method="wB97M-V/def2-TZVPD" multiplicity=1 charge=0 molar_mass_g_mol=104.199 gap_ev=7.3 smiles="CC(=S)C=S" homo_energy_ev=-8.742
C 0.32 -1.18 0.02
S 1.01 2.02 1.52
C -0.50 -0.07 -0.53
C -0.18 1.36 0.45
H 0.82 -1.51 -0.88
H -0.32 -2.09 0.22
H 0.98 -0.96 0.84
S -1.27 0.25 -1.89
H -0.85 2.18 0.25

No. 4
10
Properties=species:S:1:pos:R:3 method="wB97M-V/def2-TZVPD" multiplicity=1 charge=0 molar_mass_g_mol=136.266 gap_ev=9.4 smiles=C#CC(S)(S)S homo_energy_ev=-8.947
S -0.77 -1.73 -0.07
S -0.90 0.72 1.69
H -2.19 0.85 -1.41
H 0.39 -2.44 0.06
C -0.35 0.04 0.04
S -0.96 1.15 -1.35
H -1.98 1.28 1.20
C 1.11 0.13 -0.03
H 3.38 0.05 -0.06
C 2.28 -0.06 -0.06

No. 5
11
Properties=species:S:1:pos:R:3 method="wB97M-V/def2-TZVPD" multiplicity=1 charge=0 molar_mass_g_mol=168.333 gap_ev=8.4 smiles="S/C=C/SC1SS1" homo_energy_ev=-8.519
S -0.21 -0.01 -2.93
S -1.09 0.90 1.28
H -0.19 -1.37 -2.81
H -1.91 -0.38 -0.64
H 0.76 1.20 -1.06
H 0.24 0.02 3.04
S 1.13 -1.51 1.30
C 0.34 0.06 2.02
C -0.06 0.47 -1.29
S 2.07 0.34 1.49
C -1.07 0.28 -0.39

No. 6
8
Properties=species:S:1:pos:R:3 method="wB97M-V/def2-TZVPD" multiplicity=1 charge=0 molar_mass_g_mol=119.025 gap_ev=8.4 homo_energy_ev=-8.473
C -0.55 0.04 0.05
Se 1.38 0.01 -0.06
H 2.54 1.45 -1.55
C -1.10 -0.91 0.82
C 1.54 1.22 -1.29
H -1.10 0.83 -0.23
H -2.13 -0.92 1.11
H -0.58 -1.72 1.14

No. 7
8
Properties=species:S:1:pos:R:3 method="wB97M-V/def2-TZVPD" multiplicity=1 charge=0 molar_mass_g_mol=68.151 gap_ev="6.7 / 7.5" homo_energy_ev="-8.238 / -8.346"
C -0.41 -0.57 -0.31
C 0.74 -0.26 0.55
Si -2.05 0.01 0.07
H -2.07 1.59 0.58
H 1.71 0.40 -1.24
H -0.25 -1.24 -1.03
C 1.69 0.30 -0.16
H 0.64 -0.24 1.53

No. 8
9
Properties=species:S:1:pos:R:3 method="wB97M-V/def2-TZVPD" multiplicity=1 charge=0 molar_mass_g_mol=51.885 gap_ev=7.8 homo_energy_ev=-7.818
H -0.79 -0.75 2.02
H -0.30 1.72 0.18
H 1.61 -1.10 -1.09
C -1.76 -0.24 0.02
H -2.28 -0.89 -0.65
C -0.47 0.65 0.12
B 1.61 -0.13 -0.60
C -1.06 -0.26 1.15
H 2.75 0.45 -0.30

No. 9
9
Properties=species:S:1:pos:R:3 method="wB97M-V/def2-TZVPD" multiplicity=1 charge=0 molar_mass_g_mol=51.885 gap_ev=9.3 smiles="C=C1BC1" homo_energy_ev=-9.455
C 1.38 -0.21 0.05
C 0.06 -0.22 -0.05
H 2.00 0.65 0.26
C -1.21 0.54 0.10
H -1.46 1.12 -0.78
H -1.26 -2.15 0.20
H -1.42 1.10 1.00
B -1.17 -1.03 0.01
H 1.91 -1.14 -0.12

No. 10
14
Properties=species:S:1:pos:R:3 method="wB97M-V/def2-TZVPD" multiplicity=1 charge=+1 molar_mass_g_mol=320.990 gap_ev="6.7 / 6.7" homo_energy_ev="-13.445 / -13.461"
C 0.19 -1.15 0.30
O -2.51 0.77 -0.16
H -0.38 -1.67 -0.49
H 2.28 -1.08 0.82
H -2.93 1.56 -0.52
H 0.10 -1.65 1.27
C -1.17 0.87 -0.43
C 1.65 -0.93 -0.07
O -0.52 2.32 0.06
O -0.58 0.05 0.58
H 1.94 -1.71 -0.80
Bi 1.61 1.07 -0.91
O -0.73 0.64 -1.62
Li 1.05 0.92 1.97

No. 11
14
Properties=species:S:1:pos:R:3 method="wB97M-V/def2-TZVPD" multiplicity=2 charge=+2 molar_mass_g_mol=320.990 gap_ev="6.3 / 6.9" homo_energy_ev="-16.248 / -16.781"
H 2.05 -0.82 0.97
O -0.95 -0.31 -1.93
C 1.24 -1.23 1.60
H 1.22 -0.94 2.67
O 0.69 -2.30 1.16
H -1.15 -0.22 1.14
C -1.09 0.84 -1.55
Li 0.23 2.72 0.80
O -1.18 1.10 -0.26
H 0.03 1.66 -2.86
C -0.32 0.31 0.64
O -0.49 1.91 -2.07
Bi -0.73 -2.65 -0.28
H 0.45 -0.07 -0.04

No. 12
9
Properties=species:S:1:pos:R:3 method="wB97M-V/def2-TZVPD" multiplicity=1 charge=0 molar_mass_g_mol=120.977 gap_ev=10.3 homo_energy_ev=-9.593
C -0.62 -0.08 0.53
H -0.11 0.25 1.90
Br -2.43 0.01 0.04
C 0.39 0.66 -0.36
H 0.13 1.15 -1.31
C 0.39 -0.80 -0.18
H 1.03 1.33 0.09
H 1.18 -1.22 0.37
H 0.04 -1.30 -1.10

No. 13
9
Properties=species:S:1:pos:R:3 method="wB97M-V/def2-TZVPD" multiplicity=1 charge=0 molar_mass_g_mol=120.977 gap_ev=10.8 smiles=BrC1CC1 homo_energy_ev=-9.734
C 0.74 -0.02 -0.40
H -0.23 1.04 1.28
H -1.36 0.51 -0.88
H -0.04 -0.67 1.61
H -1.00 -1.32 -0.45
C -0.02 0.06 0.86
H 1.20 -0.93 -0.65
Br 1.42 1.57 -0.94
C -0.72 -0.23 -0.44

No. 14
16
Properties=species:S:1:pos:R:3 method="wB97M-V/def2-TZVPD" multiplicity=1 charge=+2 molar_mass_g_mol=408.938 gap_ev=8.0 homo_energy_ev=-16.154
H -1.33 -0.07 1.72
Br 1.04 0.76 2.03
H 0.61 3.17 0.32
O 1.90 -0.90 -1.44
Ca 2.21 1.39 -1.44
H 0.39 -3.09 -0.89
H -0.16 -2.49 -2.52
C -0.05 -2.28 -1.45
Br -1.70 2.12 2.77
Ca -1.43 1.99 -1.06
C -0.79 0.44 2.50
O 0.66 2.74 -0.55
O -0.01 0.15 -1.45
H -1.06 -2.21 -1.06
Br -0.97 -0.76 4.00
C 0.66 -0.97 -1.49

No. 15
12
Properties=species:S:1:pos:R:3 method="wB97M-V/def2-TZVPD" multiplicity=1 charge=0 molar_mass_g_mol=296.784 gap_ev=10.0 smiles=C[C@@H](Br)C(O)(Br)Br homo_energy_ev=-10.019
Br 0.57 2.55 0.66
H 1.40 -2.01 -0.01
O -1.44 1.36 -0.98
H 0.56 -1.48 1.50
C 1.06 -1.17 0.55
C 0.31 -0.48 -0.49
C -0.65 0.98 0.09
H -1.94 2.18 -0.97
Br -1.07 -1.58 -1.34
Br -1.69 0.29 1.58
H 1.96 -0.48 0.83
H 0.93 -0.18 -1.42

No. 16
12
Properties=species:S:1:pos:R:3 method="wB97M-V/def2-TZVPD" multiplicity=3 charge=0 molar_mass_g_mol=164.990 gap_ev="8.2 / 7.4" homo_energy_ev="-7.851 / -10.247"
H 1.09 0.44 -0.18
H 0.65 -2.35 1.09
H 1.72 -2.14 -0.29
O -3.32 3.70 -1.11
H -2.34 1.06 0.19
N -0.65 -0.45 0.44
H 2.57 -1.74 1.10
Br -2.03 -1.88 -0.11
C -3.06 2.72 -0.61
C 1.49 -1.63 0.78
N -3.05 1.78 0.14
C 0.51 -0.70 0.61

No. 17
13
Properties=species:S:1:pos:R:3 method="wB97M-V/def2-TZVPD" multiplicity=1 charge=-1 molar_mass_g_mol=199.049 gap_ev="7.1 / 7.0" homo_energy_ev="-4.111 / -3.999"
O -3.26 -1.77 -1.03
C 0.24 1.31 0.48
H 0.93 -0.53 -0.31
C 0.41 -0.08 0.47
C -0.87 1.85 1.05
O -2.48 -3.96 -1.88
N -0.96 -2.31 -0.68
H 0.92 2.02 0.11
Br 0.31 -3.48 -0.95
H -1.66 1.04 1.39
H -1.13 2.86 1.15
S -2.42 -2.97 -0.80
H -0.03 -0.59 1.32

No. 18
10
Properties=species:S:1:pos:R:3 method="wB97M-V/def2-TZVPD" multiplicity=1 charge=0 molar_mass_g_mol=136.976 gap_ev=8.5 homo_energy_ev=-8.239
H 1.25 -0.04 2.38
O -0.44 0.31 -0.41
C 1.07 -0.43 1.30
H 1.66 0.10 0.50
H -1.74 1.07 -2.41
C -0.60 0.94 -2.30
H 1.33 -1.48 1.25
Br -1.98 -0.33 1.70
H -0.30 -0.05 -2.73
C -0.26 -0.08 0.71

No. 19
10
Properties=species:S:1:pos:R:3 method="wB97M-V/def2-TZVPD" multiplicity=1 charge=0 molar_mass_g_mol=136.976 gap_ev="8.9 / 7.3" homo_energy_ev="-8.305 / -7.449"
C 0.27 -0.23 0.41
Br 3.29 -0.22 0.30
H 1.63 -0.06 -1.53
H -0.34 1.79 0.99
H 0.64 -0.10 1.49
C -0.69 0.96 0.43
H -1.92 0.53 -1.00
O -1.58 1.27 -0.53
C 1.61 -0.45 -0.45
H -0.08 -1.23 0.20

No. 20
10
Properties=species:S:1:pos:R:3 method="wB97M-V/def2-TZVPD" multiplicity=1 charge=0 molar_mass_g_mol=136.976 gap_ev=11.1 smiles=C[C@H]1O[C@@H]1Br homo_energy_ev=-10.135
H 0.35 -1.08 0.63
C -0.76 0.56 -0.17
C -1.03 0.30 -1.57
H 1.23 -0.15 -0.36
C 0.45 -0.11 0.47
H 0.92 0.52 1.32
H -1.63 0.73 0.69
Br -2.81 0.20 -2.27
H -0.46 -0.38 -2.10
O -0.52 1.50 -1.22